1.
{"formula": "C6H13N", "method": "ωB97M-V/def2-TZVPD", "symbols": ["C", "C", "C", "C", "C", "C", "N", "H", "H", "H", "H", "H", "H", "H", "H", "H", "H", "H", "H", "H"], "xyz": [[1.271, -1.203, 0.423], [0.082, -0.430, 1.099], [-0.041, 0.989, 0.665], [-0.178, 1.018, -0.840], [-1.653, 0.809, -1.128], [-2.244, -0.403, -1.441], [2.624, -0.677, 0.541], [0.987, -1.457, -0.555], [1.217, -2.162, 0.741], [-0.964, -0.932, 0.856], [0.277, -0.566, 2.211], [0.832, 1.566, 0.999], [-0.949, 1.595, 1.186], [0.094, 2.033, -1.219], [0.194, 0.240, -1.484], [-2.234, 1.637, -0.607], [-1.660, -1.308, -1.408], [-3.364, -0.510, -1.638], [2.841, -0.467, 1.489], [2.868, 0.227, 0.109]], "orbital_gap_ev": 10.250, "smiles": "C=CCCCCN", "homo_energy_ha": -0.3374, "lumo_energy_ev": 1.07, "e_above_lowest_kj_mol": 220.9, "total_energy_ha": -291.07461}

2.
{"formula": "C6H13N", "method": "ωB97M-V/def2-TZVPD", "symbols": ["C", "N", "C", "C", "C", "C", "C", "H", "H", "H", "H", "H", "H", "H", "H", "H", "H", "H", "H", "H"], "xyz": [[1.237, 0.690, 1.835], [1.147, -0.004, 0.517], [0.213, 0.533, -0.450], [-1.033, -0.405, -0.647], [-1.490, -0.446, -2.080], [-2.780, -0.527, -2.442], [2.213, -0.022, 2.715], [0.213, 0.843, 2.203], [1.490, 1.774, 1.764], [2.133, 0.015, 0.269], [-0.125, 1.538, -0.180], [0.734, 0.558, -1.409], [-0.724, -1.387, -0.278], [-1.830, 0.067, -0.085], [-0.762, -0.680, -2.856], [-3.173, -0.128, -3.368], [-3.533, -0.713, -1.677], [2.214, 0.406, 3.719], [2.023, -1.095, 2.703], [3.234, -0.064, 2.297]], "orbital_gap_ev": 9.984, "smiles": "C=CCCNCC", "homo_energy_ha": -0.3231, "lumo_energy_ev": 1.19, "e_above_lowest_kj_mol": 175.1, "total_energy_ha": -291.09205}

3.
{"formula": "C6H13N", "method": "ωB97M-V/def2-TZVPD", "symbols": ["C", "C", "C", "C", "C", "C", "N", "H", "H", "H", "H", "H", "H", "H", "H", "H", "H", "H", "H", "H"], "xyz": [[-1.544, -1.094, -0.552], [-0.046, -1.232, -0.494], [0.805, 0.041, -0.721], [1.841, 0.028, -1.550], [0.397, 1.232, 0.074], [0.881, 1.461, 1.541], [-2.256, -0.787, 0.748], [-1.875, -2.052, -0.965], [-1.920, -0.250, -1.130], [0.305, -1.558, 0.498], [0.264, -1.942, -1.268], [2.220, -0.914, -1.933], [2.310, 0.954, -1.875], [-0.701, 1.247, 0.039], [0.787, 2.137, -0.429], [1.847, 1.946, 1.670], [0.086, 2.144, 1.851], [0.966, 0.518, 2.095], [-1.603, -0.285, 1.335], [-2.761, -1.593, 1.069]], "orbital_gap_ev": 10.118, "smiles": "C=C(CC)CCN", "homo_energy_ha": -0.3335, "lumo_energy_ev": 1.04, "e_above_lowest_kj_mol": 136.5, "total_energy_ha": -291.10676}

4.
{"formula": "C6H13N", "method": "ωB97M-V/def2-TZVPD", "symbols": ["C", "C", "C", "N", "C", "C", "C", "H", "H", "H", "H", "H", "H", "H", "H", "H", "H", "H", "H", "H"], "xyz": [[-1.407, 1.408, -1.507], [-0.586, 0.314, -2.172], [-0.299, -0.836, -1.157], [-0.652, -0.284, 1.842], [0.616, -0.318, 1.158], [0.732, -0.379, -0.167], [1.814, -0.172, 2.036], [-2.183, 0.923, -0.915], [-0.807, 1.964, -0.788], [-1.808, 2.144, -2.203], [-1.217, -0.101, -2.947], [0.411, 0.672, -2.428], [0.204, -1.582, -1.773], [-1.215, -1.126, -0.652], [-1.005, 0.663, 1.799], [-1.329, -0.913, 1.430], [1.700, -0.231, -0.644], [1.621, 0.433, 2.922], [2.662, 0.167, 1.449], [2.084, -1.116, 2.532]], "orbital_gap_ev": 9.549, "smiles": "CCC/C=C(/C)N", "homo_energy_ha": -0.3127, "lumo_energy_ev": 1.04, "e_above_lowest_kj_mol": 73.1, "total_energy_ha": -291.13092}

5.
{"formula": "C6H13N", "method": "ωB97M-V/def2-TZVPD", "symbols": ["C", "C", "C", "C", "C", "C", "N", "H", "H", "H", "H", "H", "H", "H", "H", "H", "H", "H", "H", "H"], "xyz": [[-0.059, 0.748, -2.116], [0.159, 1.159, -0.578], [0.606, -0.148, 0.356], [-0.322, -1.034, 1.064], [0.214, -1.744, 2.141], [-1.801, -0.935, 0.830], [1.464, 1.986, -0.910], [-0.495, 1.627, -2.682], [0.944, 0.328, -2.472], [-0.809, 0.094, -2.205], [-0.508, 1.894, -0.139], [1.453, -0.720, -0.394], [1.057, 0.349, 1.201], [1.266, -1.603, 2.291], [-0.397, -2.394, 2.827], [-2.198, -1.913, 0.590], [-2.191, -0.335, 0.069], [-2.236, -0.902, 1.844], [1.859, 1.473, -1.691], [1.992, 2.067, -0.027]], "orbital_gap_ev": 9.749, "smiles": "C=C(C)C[C@H](C)N", "homo_energy_ha": -0.3216, "lumo_energy_ev": 1.00, "e_above_lowest_kj_mol": 300.3, "total_energy_ha": -291.04436}

6.
{"formula": "C6H13N", "method": "ωB97M-V/def2-TZVPD", "symbols": ["C", "C", "C", "C", "C", "C", "N", "H", "H", "H", "H", "H", "H", "H", "H", "H", "H", "H", "H", "H"], "xyz": [[-2.026, 0.233, 1.593], [-0.597, 0.065, 1.094], [-0.165, 1.260, 0.118], [0.008, -0.190, -0.251], [-0.822, -0.725, -1.267], [2.153, -0.086, -1.307], [1.387, -0.679, -0.161], [-2.201, 1.240, 1.993], [-2.233, -0.403, 2.481], [-2.787, 0.096, 0.804], [-0.201, -0.675, 1.765], [0.812, 1.010, 2.331], [-1.104, 1.726, -0.223], [0.674, 1.894, 0.383], [-1.187, -0.106, -2.071], [-1.302, -1.688, -1.134], [1.443, 0.274, -2.063], [2.733, 0.796, -1.001], [2.835, -0.835, -1.697], [1.268, -1.628, -0.509]], "orbital_gap_ev": 5.025, "homo_energy_ha": -0.2417, "lumo_energy_ev": -1.55, "e_above_lowest_kj_mol": 819.4, "total_energy_ha": -290.84666}

7.
{"formula": "C6H13N", "method": "ωB97M-V/def2-TZVPD", "symbols": ["C", "C", "C", "C", "N", "C", "C", "H", "H", "H", "H", "H", "H", "H", "H", "H", "H", "H", "H", "H"], "xyz": [[2.217, 0.360, -1.121], [2.097, 1.447, -0.116], [0.855, 1.341, 0.899], [-0.518, 1.064, 0.393], [-2.107, -2.380, 0.416], [-1.986, -1.391, -0.530], [-0.832, -0.388, -0.010], [1.647, -0.552, -0.860], [1.679, 0.670, -2.055], [3.277, -0.028, -1.361], [3.005, 1.434, 0.538], [2.019, 2.452, -0.493], [0.743, 2.223, 1.441], [1.235, 0.601, 1.613], [-0.341, 0.096, -0.813], [-1.365, 1.504, 0.935], [-2.884, -2.929, 0.312], [-2.338, -1.555, 1.046], [-2.933, -0.869, -0.707], [0.014, -0.986, 0.405]], "orbital_gap_ev": 5.522, "homo_energy_ha": -0.2329, "lumo_energy_ev": -0.82, "e_above_lowest_kj_mol": 782.7, "total_energy_ha": -290.86063}

8.
{"formula": "C6H13N", "method": "ωB97M-V/def2-TZVPD", "symbols": ["C", "C", "N", "C", "C", "C", "C", "H", "H", "H", "H", "H", "H", "H", "H", "H", "H", "H", "H", "H"], "xyz": [[-1.312, -0.746, 1.520], [-0.058, -0.229, 0.818], [0.651, -1.348, 0.214], [1.905, -1.401, 0.355], [-0.356, 0.803, -0.301], [0.953, 1.423, -0.799], [-1.180, 0.210, -1.448], [-1.041, -1.395, 2.359], [-1.914, 0.084, 1.909], [-1.928, -1.336, 0.836], [0.576, 0.285, 1.567], [2.468, -2.174, -0.172], [1.660, 0.649, -1.118], [2.483, -0.692, 0.969], [-0.947, 1.604, 0.168], [1.435, 2.005, -0.003], [0.786, 2.083, -1.656], [-2.059, -0.320, -1.074], [-0.587, -0.501, -2.026], [-1.532, 0.997, -2.119]], "orbital_gap_ev": 10.818, "smiles": "C=N[C@H](C)C(C)C", "homo_energy_ha": -0.3545, "lumo_energy_ev": 1.17, "e_above_lowest_kj_mol": 36.2, "total_energy_ha": -291.14497}

9.
{"formula": "C6H13N", "method": "ωB97M-V/def2-TZVPD", "symbols": ["C", "C", "C", "C", "C", "N", "C", "H", "H", "H", "H", "H", "H", "H", "H", "H", "H", "H", "H", "H"], "xyz": [[-0.640, 0.795, -1.106], [-1.827, 0.267, -0.291], [-1.557, 0.064, 1.180], [-1.577, -1.068, 1.868], [0.547, -0.184, -1.106], [1.302, -0.096, 0.145], [2.689, 0.266, -0.032], [-0.304, 1.755, -0.705], [-1.056, 0.928, -2.112], [-2.608, 1.037, -0.309], [-2.291, -0.611, -0.736], [-1.614, 0.994, 1.736], [-1.297, -1.034, 2.912], [-1.552, -2.036, 1.382], [0.052, -1.157, -1.224], [1.193, -0.106, -1.981], [1.243, -0.990, 0.616], [2.795, 1.146, -0.667], [3.337, -0.506, -0.480], [3.165, 0.534, 0.911]], "orbital_gap_ev": 9.741, "smiles": "C=CCCCNC", "homo_energy_ha": -0.3153, "lumo_energy_ev": 1.16, "e_above_lowest_kj_mol": 116.5, "total_energy_ha": -291.11437}

10.
{"formula": "C6H13N2", "method": "ωB97M-V/def2-TZVPD", "symbols": ["C", "C", "C", "C", "C", "C", "N", "N", "H", "H", "H", "H", "H", "H", "H", "H", "H", "H", "H", "H", "H"], "xyz": [[3.204, -1.052, -0.544], [-2.773, -0.814, 2.374], [-2.638, 0.225, 2.982], [-0.873, 0.361, -0.873], [-0.944, -0.078, -2.294], [0.108, 0.738, 1.173], [0.218, 0.532, -0.234], [2.607, -0.007, -0.909], [4.003, -1.367, -1.055], [2.783, -1.734, 0.129], [-3.204, -1.741, 2.152], [-2.309, 1.176, 3.309], [-1.688, 0.865, -0.272], [-0.120, -0.876, -2.468], [-0.833, 0.719, -3.063], [-1.931, -0.413, -2.735], [0.555, 1.792, 1.310], [-0.957, 0.792, 1.589], [0.599, 0.082, 1.880], [2.962, 0.374, -1.789], [1.232, 0.425, -0.662]], "orbital_gap_ev": 10.086, "homo_energy_ha": -0.5072, "lumo_energy_ev": -3.72, "e_above_lowest_kj_mol": 470.1, "total_charge": 1, "total_energy_ha": -345.51695}

11.
{"formula": "C6H13N2", "method": "ωB97M-V/def2-TZVPD", "symbols": ["C", "C", "C", "C", "C", "C", "N", "N", "H", "H", "H", "H", "H", "H", "H", "H", "H", "H", "H", "H", "H"], "xyz": [[0.167, -0.087, -2.706], [0.287, 0.340, -1.244], [0.062, -0.874, -0.350], [0.376, -0.646, 1.101], [1.208, -1.288, 1.894], [-0.673, 0.659, 2.821], [-0.692, 0.180, 1.655], [-0.851, 1.301, -0.854], [-0.520, -0.934, -2.758], [-0.238, 0.679, -3.369], [1.164, -0.359, -3.046], [1.255, 0.789, -1.040], [-0.915, -1.318, -0.533], [0.771, -1.662, -0.623], [1.188, -1.162, 2.973], [2.011, -1.984, 1.678], [-1.457, 1.346, 3.125], [0.194, 0.594, 3.486], [-1.521, 1.267, -1.618], [-1.308, 0.930, 0.012], [-0.508, 2.231, -0.606]], "orbital_gap_ev": 10.188, "smiles": "C=NC(=C)C[C@@H](C)[NH3+]", "homo_energy_ha": -0.4935, "lumo_energy_ev": -3.24, "e_above_lowest_kj_mol": 150.9, "total_charge": 1, "total_energy_ha": -345.63855}

12.
{"formula": "C6H13N2", "method": "ωB97M-V/def2-TZVPD", "symbols": ["C", "C", "C", "C", "C", "C", "N", "N", "H", "H", "H", "H", "H", "H", "H", "H", "H", "H", "H", "H", "H"], "xyz": [[0.304, 1.375, -1.469], [-0.160, 0.504, -0.394], [-1.634, 0.547, 0.826], [-2.921, 0.518, 0.186], [2.332, -1.167, -1.032], [1.661, -0.971, 0.413], [-1.167, 0.597, 1.967], [0.956, 0.274, 0.553], [-0.379, 1.311, -2.442], [-0.437, -0.426, -0.918], [-3.646, 1.141, 0.727], [-3.147, -0.490, 0.228], [-2.782, 0.917, -0.806], [3.131, -0.413, -1.234], [2.690, -2.174, -1.018], [1.625, -0.875, -1.733], [2.459, -1.113, 1.155], [0.855, -1.657, 0.293], [-1.732, 0.593, 2.773], [1.581, 1.122, 0.456], [0.412, 0.389, 1.470]], "orbital_gap_ev": [7.916, 7.899], "homo_energy_ha": [-0.4819, -0.4805], "lumo_energy_ev": [-5.20, -5.18], "e_above_lowest_kj_mol": 598.2, "total_charge": 1, "total_energy_ha": -345.46816}